## a
Computed, not measured: a cluster of 2 separate species, C5H14NO in total, with ωB97M-V/def2-TZVPD.

Structure (XYZ):
```
21
Properties=species:S:1:pos:R:3
C -1.540 -0.490 -0.796
C -0.858 -0.960 0.420
N 0.644 -0.805 0.209
C 1.019 0.719 0.613
C -0.273 1.228 1.168
C -1.190 0.096 1.548
H -1.040 0.159 -1.528
H -2.398 0.257 -0.907
H -1.844 -1.183 -1.597
H -1.141 -1.957 0.898
H 1.054 -1.206 -0.634
H 1.299 -1.351 0.904
H 1.849 0.617 1.429
H 1.342 1.225 -0.445
H -0.100 2.247 1.803
H -0.969 1.603 0.377
H -2.301 0.288 1.596
H -0.843 -0.417 2.526
H 2.683 0.401 -2.308
H 1.418 0.536 -3.172
O 1.692 0.107 -2.265
```

Properties
- total charge = +1
- Kohn-Sham gap (eV) = 11.7

The net atomic charges from Löwdin, expressed in e, are:
1 C -0.092
2 C -0.297
3 N 0.065
4 C -0.087
5 C -0.234
6 C -0.161
7 H 0.079
8 H 0.130
9 H 0.095
10 H 0.178
11 H 0.134
12 H 0.214
13 H 0.154
14 H 0.153
15 H 0.186
16 H 0.108
17 H 0.147
18 H 0.138
19 H 0.114
20 H 0.122
21 O -0.146

## b
Computed, not measured: a cluster of 2 separate species, C5H14NO in total, with ωB97M-V/def2-TZVPD.

Structure (XYZ):
```
21
Properties=species:S:1:pos:R:3
C -2.293 0.810 1.471
C -0.446 2.169 0.849
N -0.870 1.024 1.242
H -2.533 0.554 2.468
H -2.614 0.007 0.835
H -2.749 1.773 1.266
H -1.077 3.025 0.710
H 0.680 2.276 0.857
H -0.249 0.295 0.825
C 0.878 -2.340 -1.283
C 0.535 -0.928 -0.873
C 1.181 0.131 -1.797
O 0.913 -0.681 0.582
H 0.588 -3.064 -0.554
H 1.964 -2.428 -1.341
H 0.398 -2.519 -2.278
H -0.588 -0.838 -0.842
H 0.662 0.018 -2.791
H 2.274 -0.106 -1.933
H 1.057 1.199 -1.475
H 1.841 -0.961 0.702
```

Properties
- total charge = +1
- Kohn-Sham gap (eV) = 10.1

The net atomic charges from Löwdin, expressed in e, are:
1 C 0.011
2 C 0.162
3 N 0.003
4 H 0.096
5 H 0.101
6 H 0.100
7 H 0.115
8 H 0.148
9 H 0.068
10 C -0.051
11 C -0.424
12 C -0.049
13 O -0.111
14 H 0.079
15 H 0.090
16 H 0.114
17 H 0.141
18 H 0.105
19 H 0.103
20 H 0.071
21 H 0.128

Which of them is the most stable, and which is the least stable? b and a, in that order.

## a
Computed, not measured: the molecule C2H4OS2, with ωB97M-V/def2-TZVPD.

Structure (XYZ):
```
9
Properties=species:S:1:pos:R:3
C 0.496 -0.004 1.467
C -0.545 -0.108 -0.923
O -1.224 -0.214 -2.004
S 1.658 0.746 0.475
S -1.104 -0.470 0.570
H 0.602 -1.023 1.840
H 0.160 0.649 2.238
H 0.437 0.503 -0.929
H -0.479 -0.078 -2.735
```

Properties
- total charge = 0
- Kohn-Sham gap (eV) = 7.5

The net atomic charges from Löwdin, expressed in e, are:
1 C -0.979
2 C -0.659
3 O 0.014
4 S 0.477
5 S 0.996
6 H 0.017
7 H 0.004
8 H -0.074
9 H 0.202

## b
Computed, not measured: a structure of composition C2H4OS2, with ωB97M-V/def2-TZVPD.

Structure (XYZ):
```
9
Properties=species:S:1:pos:R:3
C -0.134 1.015 0.095
C 0.014 -0.493 0.527
H 1.743 1.648 -1.548
H 0.675 1.676 0.537
H -1.174 1.230 0.188
H -0.784 -0.413 -1.171
O -0.627 -1.210 -0.426
S 0.064 1.201 -1.809
S 0.266 -1.051 1.913
```

Properties
- total charge = 0
- Kohn-Sham gap (eV) = 7.9

The net atomic charges from Löwdin, expressed in e, are:
1 C -0.483
2 C -1.067
3 H 0.085
4 H 0.081
5 H 0.053
6 H 0.027
7 O -0.132
8 S 0.614
9 S 0.821

## c
Computed, not measured: a structure of composition C2H4OS2, with ωB97M-V/def2-TZVPD.

Structure (XYZ):
```
9
Properties=species:S:1:pos:R:3
C -1.426 -0.007 0.384
C -0.914 0.620 -0.636
O 1.967 0.346 0.465
S 2.430 -1.189 -0.111
S 1.205 1.418 -0.436
H -2.349 -0.525 0.454
H -0.775 -0.188 1.335
H -1.137 1.088 -1.545
H 0.999 -1.563 0.090
```

Properties
- total charge = 0
- Kohn-Sham gap (eV) = 8.8

The net atomic charges from Löwdin, expressed in e, are:
1 C -0.104
2 C -0.194
3 O -1.171
4 S 0.678
5 S 0.706
6 H 0.041
7 H 0.096
8 H 0.012
9 H -0.064

Which of them is the most stable, and which is the least stable? a and c, in that order.

## a
Computed, not measured: a cluster of 2 separate species, C3H7N3O in total, with ωB97M-V/def2-TZVPD.

Structure (XYZ):
```
14
Properties=species:S:1:pos:R:3
C -0.276 -0.554 1.214
C -0.968 0.187 -0.026
N -2.203 -0.309 -0.304
O -0.674 1.337 -0.283
H 0.290 0.136 1.833
H 0.372 -1.366 0.885
H -1.077 -1.008 1.790
H -2.760 0.205 -0.971
H -2.454 -1.244 -0.034
N 1.531 -1.227 -1.372
C 1.887 -0.205 -0.955
N 2.206 1.011 -0.552
H 2.673 1.603 -1.222
H 1.455 1.434 -0.002
```

Properties
- total charge = 0
- Kohn-Sham gap (eV) = 10.6

The net atomic charges from Löwdin, expressed in e, are:
1 C -0.013
2 C -0.557
3 N 0.149
4 O 0.008
5 H 0.075
6 H 0.050
7 H 0.063
8 H 0.111
9 H 0.101
10 N 0.132
11 C -0.416
12 N 0.108
13 H 0.108
14 H 0.082

## b
Computed, not measured: the molecule C3H7N3O, with ωB97M-V/def2-TZVPD.

Structure (XYZ):
```
14
Properties=species:S:1:pos:R:3
C -1.099 -1.204 -1.257
N 0.227 -0.686 -1.501
C 0.718 0.164 -0.703
N 1.724 1.049 -0.813
C 0.290 0.529 1.066
N -0.490 -0.014 2.040
O 0.970 1.486 1.448
H -1.795 -0.754 -1.977
H -1.465 -0.927 -0.258
H -1.164 -2.294 -1.379
H 1.687 1.586 0.153
H 1.916 1.449 -1.733
H -1.114 -0.791 1.945
H -0.405 0.407 2.968
```

Properties
- total charge = 0
- Kohn-Sham gap (eV) = 9.6

The net atomic charges from Löwdin, expressed in e, are:
1 C -0.148
2 N -0.006
3 C -0.311
4 N 0.080
5 C -0.319
6 N 0.139
7 O -0.017
8 H 0.075
9 H 0.046
10 H 0.072
11 H 0.073
12 H 0.111
13 H 0.085
14 H 0.119

## c
Computed, not measured: the molecule C3H7N3O, with ωB97M-V/def2-TZVPD.

Structure (XYZ):
```
14
Properties=species:S:1:pos:R:3
C 2.638 0.388 0.155
C 1.518 -0.374 -0.213
C -3.226 -0.188 -0.006
N 3.798 -0.150 0.071
N 0.221 0.057 -0.068
N -0.938 -0.555 -0.167
O -1.948 0.403 0.068
H 2.385 1.402 0.474
H 1.606 -1.372 -0.351
H -3.814 0.630 -0.054
H -3.514 -0.878 0.850
H -3.308 -0.905 -0.792
H 4.579 0.449 0.004
H 0.003 1.094 0.027
```

Properties
- total charge = 0
- Kohn-Sham gap (spin up / spin down) (eV) = 7.9 / 8.2

The net atomic charges from Löwdin, expressed in e, are:
1 C -0.294
2 C -0.090
3 C -0.101
4 N 0.068
5 N -0.017
6 N 0.018
7 O -0.191
8 H 0.105
9 H 0.079
10 H 0.048
11 H 0.105
12 H 0.070
13 H 0.017
14 H 0.182

Which of them is the most stable, and which is the least stable? a and c, in that order.

## a
Computed, not measured: the molecule C3H7N3O, with ωB97M-V/def2-TZVPD.

Structure (XYZ):
```
14
Properties=species:S:1:pos:R:3
C 1.890 0.714 -0.388
N 0.479 0.799 -0.647
C -0.090 -0.216 -0.112
N 0.657 -1.161 0.595
C -1.545 -0.262 0.226
N -2.313 0.679 -0.362
O -1.941 -1.097 1.028
H 2.411 -0.046 -0.984
H 1.825 0.047 0.632
H 2.377 1.692 -0.571
H 0.121 -1.590 1.332
H 1.225 -1.813 0.068
H -1.855 1.446 -0.833
H -3.240 0.806 0.014
```

Properties
- total charge = 0
- Kohn-Sham gap (eV) = 10.6

The net atomic charges from Löwdin, expressed in e, are:
1 C -0.158
2 N 0.038
3 C -0.366
4 N 0.076
5 C -0.487
6 N 0.173
7 O 0.045
8 H 0.068
9 H 0.111
10 H 0.074
11 H 0.097
12 H 0.118
13 H 0.097
14 H 0.114

## b
Computed, not measured: a structure of composition C3H7N3O, with ωB97M-V/def2-TZVPD.

Structure (XYZ):
```
14
Properties=species:S:1:pos:R:3
C 0.170 -0.570 -0.970
C -0.049 0.050 1.418
C -1.190 -0.662 1.357
H -1.094 1.777 -0.100
H -1.959 1.407 -1.795
H 0.860 -1.381 -1.531
H 2.619 0.708 0.826
H 0.271 0.941 2.320
H -1.994 -0.720 2.132
H -1.361 -1.220 0.417
N -1.348 1.162 -1.053
N -0.643 0.182 -1.608
N 0.760 -0.056 0.289
O 2.211 -0.429 0.438
```

Properties
- total charge = 0
- Kohn-Sham gap (eV) = 8.4

The net atomic charges from Löwdin, expressed in e, are:
1 C -0.209
2 C -0.254
3 C -0.023
4 H 0.182
5 H 0.068
6 H 0.160
7 H 0.260
8 H 0.182
9 H 0.065
10 H 0.057
11 N -0.022
12 N -0.090
13 N -0.234
14 O -0.143

Which of them is the most stable, and which is the least stable? a and b, in that order.

## a
Computed, not measured: the molecule C3H7N3O, with ωB97M-V/def2-TZVPD.

Structure (XYZ):
```
14
Properties=species:S:1:pos:R:3
O 2.154 1.499 -0.593
N 1.081 1.774 0.248
C 0.250 0.839 0.114
N 0.642 -0.328 -0.563
C -0.204 -1.385 -0.136
C -1.594 -0.538 0.259
N -1.031 0.621 0.668
H 2.618 2.440 -0.777
H 1.571 -0.607 -0.803
H 0.059 -1.840 0.890
H -0.253 -2.179 -0.930
H -2.055 -1.180 1.043
H -2.017 -0.553 -0.749
H -1.221 1.437 1.330
```

Properties
- total charge = 0
- Kohn-Sham gap (eV) = 9.1

The net atomic charges from Löwdin, expressed in e, are:
1 O -0.148
2 N -0.016
3 C -0.413
4 N 0.017
5 C -0.173
6 C -0.206
7 N 0.006
8 H 0.165
9 H 0.119
10 H 0.118
11 H 0.118
12 H 0.122
13 H 0.104
14 H 0.186

## b
Computed, not measured: a cluster of 2 separate species, C3H7N3O in total, with ωB97M-V/def2-TZVPD.

Structure (XYZ):
```
14
Properties=species:S:1:pos:R:3
H 2.904 -0.399 -0.636
N 2.848 0.265 0.126
C 1.691 0.573 0.519
N 1.494 1.474 1.511
N 0.481 0.055 0.008
C 0.285 -0.766 -0.861
O 0.119 -1.511 -1.731
H 2.315 1.762 2.012
H 0.612 1.486 1.987
C -2.544 -0.590 -0.589
H -1.936 0.064 0.066
H -2.308 -1.629 -0.400
H -3.598 -0.437 -0.382
H -2.362 -0.345 -1.628
```

Properties
- total charge = 0
- Kohn-Sham gap (eV) = 10.3

The net atomic charges from Löwdin, expressed in e, are:
1 H 0.044
2 N 0.126
3 C -0.567
4 N 0.130
5 N 0.183
6 C -0.334
7 O 0.199
8 H 0.101
9 H 0.094
10 C -0.058
11 H 0.015
12 H 0.024
13 H 0.021
14 H 0.024

Which of them is the most stable, and which is the least stable? b and a, in that order.

## a
Computed, not measured: the molecule C3H7N3O, with ωB97M-V/def2-TZVPD.

Structure (XYZ):
```
14
Properties=species:S:1:pos:R:3
C -1.145 0.495 1.626
N -0.626 -0.531 0.763
C -0.073 0.033 -0.245
N -0.050 1.424 -0.359
C 0.948 -0.637 -1.108
N 1.031 -1.978 -0.991
O 1.667 0.054 -1.817
H -2.057 0.970 1.250
H -0.395 1.379 1.286
H -1.369 0.076 2.625
H 0.761 1.745 -0.859
H -0.906 1.901 -0.611
H 0.544 -2.420 -0.226
H 1.847 -2.419 -1.385
```

Properties
- total charge = 0
- Kohn-Sham gap (eV) = 10.7

The net atomic charges from Löwdin, expressed in e, are:
1 C -0.156
2 N 0.039
3 C -0.365
4 N 0.078
5 C -0.487
6 N 0.173
7 O 0.045
8 H 0.067
9 H 0.107
10 H 0.075
11 H 0.097
12 H 0.118
13 H 0.096
14 H 0.114

## b
Computed, not measured: a cluster of 2 separate species, C3H7N3O in total, with ωB97M-V/def2-TZVPD.

Structure (XYZ):
```
14
Properties=species:S:1:pos:R:3
H -2.663 -1.274 0.226
N -1.937 -0.696 0.638
C -0.794 -1.021 0.157
N 0.346 -0.411 0.560
C 1.659 -0.674 0.014
H -0.631 -1.768 -0.630
H 0.266 0.190 1.368
H 1.577 -0.886 -1.057
H 2.155 -1.516 0.509
H 2.279 0.220 0.119
N -1.305 2.005 -0.709
C -0.119 2.153 -0.518
O 1.027 2.396 -0.416
H -1.860 1.283 -0.261
```

Properties
- total charge = 0
- Kohn-Sham gap (eV) = 10.2

The net atomic charges from Löwdin, expressed in e, are:
1 H 0.037
2 N 0.040
3 C -0.341
4 N -0.072
5 C -0.093
6 H 0.132
7 H 0.137
8 H 0.088
9 H 0.080
10 H 0.075
11 N 0.182
12 C -0.420
13 O 0.116
14 H 0.038

## c
Computed, not measured: the molecule C3H7N3O, with ωB97M-V/def2-TZVPD.

Structure (XYZ):
```
14
Properties=species:S:1:pos:R:3
C 1.255 1.282 -0.425
N 1.225 -0.124 -0.095
C 0.151 -0.783 0.088
N 0.201 -2.139 0.318
C -1.306 -0.291 0.189
N -1.570 1.041 0.005
O -2.166 -1.060 0.582
H 2.260 1.675 -0.243
H 0.552 1.881 0.161
H 1.041 1.420 -1.496
H -0.608 -2.528 0.781
H 1.104 -2.473 0.621
H -1.173 1.548 -0.769
H -2.513 1.301 0.250
```

Properties
- total charge = 0
- Kohn-Sham gap (eV) = 9.9

The net atomic charges from Löwdin, expressed in e, are:
1 C -0.159
2 N 0.028
3 C -0.356
4 N 0.117
5 C -0.435
6 N 0.151
7 O 0.059
8 H 0.070
9 H 0.059
10 H 0.082
11 H 0.084
12 H 0.100
13 H 0.088
14 H 0.111

## d
Computed, not measured: the molecule C3H7N3O, with ωB97M-V/def2-TZVPD.

Structure (XYZ):
```
14
Properties=species:S:1:pos:R:3
C 2.196 -0.672 0.433
N 1.574 0.669 0.117
C 0.164 0.892 -0.403
O -0.107 1.926 -0.964
N -0.635 -0.159 -0.148
C -1.973 -0.190 -0.550
N -2.684 -1.204 -0.299
H 2.023 -1.294 -0.454
H 1.636 -1.072 1.291
H 2.157 1.152 -0.571
H 1.656 1.248 0.957
H -0.200 -0.981 0.273
H -2.272 0.723 -1.070
H -3.626 -1.067 -0.660
```

Properties
- total charge = 0
- Kohn-Sham gap (eV) = 7.6

The net atomic charges from Löwdin, expressed in e, are:
1 C -0.165
2 N -0.027
3 C -0.465
4 O 0.103
5 N 0.116
6 C -0.247
7 N 0.105
8 H -0.013
9 H -0.022
10 H 0.148
11 H 0.156
12 H 0.129
13 H 0.132
14 H 0.051

Which of them is the most stable, and which is the least stable? c and d, in that order.